(1)
Entry from OMol25: a structure of composition C39H40BeNO4S2Si at a distorted geometry (ωB97M-V/def2-TZVPD).

```
88
C39H40BeNO4S2Si (ωB97M-V/def2-TZVPD)
Be 0.0014 -0.2368 0.2455
C 3.7462 -0.7535 2.7545
C 2.3788 -0.4653 2.1619
S 2.3591 -0.1584 0.4754
C 1.2721 -0.4083 2.9711
C 1.3820 -0.5184 4.4764
S -0.3425 -0.0571 2.4370
H 4.4574 -0.9018 1.9456
H 3.7317 -1.6535 3.3767
H 4.0894 0.0841 3.3689
H 2.3616 -0.8635 4.8059
H 0.6143 -1.1911 4.8655
H 1.1946 0.4651 4.9157
O -0.3009 1.0984 -0.4568
Si 0.1743 2.5343 -0.9132
C 0.6294 3.7408 0.4886
C 1.7207 3.4703 1.3193
C 2.0788 4.3350 2.3423
C 1.3584 5.5032 2.5551
C 0.2750 5.7942 1.7394
C -0.0822 4.9189 0.7217
C 1.7186 2.4604 -2.0114
C 2.0251 1.2871 -2.7012
C 3.1837 1.1762 -3.4546
C 4.0654 2.2455 -3.5325
C 3.7775 3.4237 -2.8581
C 2.6163 3.5249 -2.1045
C -1.2075 3.3979 -1.8764
C -2.5148 2.9215 -1.8163
C -3.5496 3.5659 -2.4803
C -3.2902 4.7114 -3.2196
C -1.9924 5.2000 -3.2968
C -0.9648 4.5457 -2.6314
H 2.2909 2.5629 1.1572
H 2.9252 4.0987 2.9774
H 1.6416 6.1853 3.3484
H -0.2924 6.7044 1.8985
H -0.9334 5.1559 0.0922
H 1.3455 0.4449 -2.6213
H 3.4081 0.2524 -3.9755
H 4.9793 2.1582 -4.1083
H 4.4660 4.2595 -2.9099
H 2.4098 4.4439 -1.5649
H -2.7007 2.0269 -1.2342
H -4.5611 3.1783 -2.4231
H -4.0956 5.2257 -3.7305
H -1.7840 6.0918 -3.8765
H 0.0470 4.9333 -2.6985
C -0.0988 -6.6519 -0.6372
O -0.1878 -5.5588 0.2431
C -1.3983 -4.9499 0.3867
C -2.5229 -5.3474 -0.3206
C -3.7645 -4.7765 -0.0758
C -3.8825 -3.8021 0.8970
C -2.7580 -3.3774 1.5821
C -1.4948 -3.9086 1.3343
N -0.4476 -3.5033 2.1708
C 0.8941 -3.4671 1.9131
C 1.5068 -3.3165 0.6624
C 2.7824 -3.8878 0.4501
C 3.3918 -3.8691 -0.7741
C 2.7556 -3.2284 -1.8520
C 1.5779 -2.5587 -1.6607
C 0.9542 -2.4950 -0.3888
O -0.0858 -1.7282 -0.2268
H 0.9335 -6.9916 -0.5835
H -0.3250 -6.3652 -1.6684
H -0.7663 -7.4668 -0.3350
H -2.4448 -6.1212 -1.0714
H -4.6265 -5.1062 -0.6417
H -4.8480 -3.3648 1.1218
H -2.8335 -2.5899 2.3217
H -0.7665 -2.7666 2.8236
H 1.5161 -3.7293 2.7637
H 3.2534 -4.3992 1.2838
H 4.3527 -4.3468 -0.9176
H 3.2268 -3.2243 -2.8280
H 1.1087 -1.9956 -2.4583
C -4.7843 0.0519 -0.8897
C -3.5738 0.0785 0.0323
C -3.7100 0.9255 1.2740
O -2.5894 -0.5609 -0.2327
H -5.6707 0.4697 -0.4138
H -4.9704 -0.9770 -1.1984
H -4.5491 0.6288 -1.7866
H -4.3609 0.3987 1.9787
H -4.1707 1.8868 1.0418
H -2.7361 1.0736 1.7354
```

Calculated values
Energy above the lowest of the compared OMol25 structures with the same formula, charge and spin = 18.4 kcal/mol
Highest occupied orbital energy (alpha / beta) = -3.98 / -3.08 eV
Kohn-Sham gap (alpha / beta) = 6.614 / 4.771 eV
Total charge = -1

***

(2)
Entry from OMol25: a structure of composition C39H40BrCl2EuN5O5 at a distorted geometry (ωB97M-V/def2-TZVPD).

```
93
C39H40BrCl2EuN5O5 (ωB97M-V/def2-TZVPD)
Eu 0.0413 0.0189 -0.5800
C 0.1024 3.4977 -3.4787
C -0.9223 2.5138 -3.0065
C -1.4593 2.5812 -1.7216
C -2.3809 1.6284 -1.2823
C -2.8140 0.6341 -2.1564
C -2.3111 0.5894 -3.4507
C -1.3697 1.5146 -3.8657
H 1.0443 2.9749 -3.6468
H 0.2626 4.2772 -2.7391
H -0.2051 3.9549 -4.4183
H -1.1983 3.4168 -1.0846
H -2.8563 1.7325 -0.3118
H -3.5657 -0.0740 -1.8399
H -2.6612 -0.1641 -4.1396
H -0.9810 1.4769 -4.8738
Cl 3.1819 0.7097 3.3475
C 3.3820 -0.5514 2.1865
C 4.5804 -1.2605 2.1678
C 4.7829 -2.2469 1.2310
Cl 6.2916 -3.0954 1.1941
C 3.7846 -2.5548 0.2805
C 3.9048 -3.5491 -0.7129
C 2.8651 -3.7641 -1.5798
C 1.6879 -3.0133 -1.4428
N 1.5344 -2.0666 -0.5393
C 2.5615 -1.8256 0.3172
C 2.3252 -0.7917 1.2966
O 1.1884 -0.1804 1.3383
H 5.3534 -1.0302 2.8874
H 4.8060 -4.1413 -0.7747
H 2.9266 -4.5105 -2.3572
H 0.8365 -3.2044 -2.0858
Br 5.2161 -2.1628 -5.3687
C 3.3285 -1.9708 -5.2584
C 2.5187 -2.6013 -6.1897
C 1.1456 -2.4433 -6.0981
C 0.5885 -1.7053 -5.0700
C 1.4139 -1.1050 -4.1242
C 2.7940 -1.2177 -4.2297
C 0.8322 -0.4904 -2.8992
O -0.2654 -0.9445 -2.4815
O 1.4690 0.3811 -2.2511
H 2.9585 -3.2090 -6.9662
H 0.5123 -2.9240 -6.8256
H -0.4806 -1.6030 -4.9685
H 3.4306 -0.7404 -3.5002
C 0.9878 3.4932 3.3590
N 0.4423 2.9145 2.1470
C -0.6842 2.0265 2.3825
C 1.0308 2.8568 0.9247
O 0.5241 2.0945 0.0577
N 2.0761 3.6327 0.5609
C 2.7154 3.3701 -0.7198
C 2.6603 4.7709 1.2410
H 0.6775 2.8842 4.2063
H 0.6054 4.5067 3.5122
H 2.0718 3.4925 3.3410
H -1.3631 2.4951 3.0941
H -0.3387 1.0642 2.7754
H -1.2088 1.8426 1.4421
H 2.3259 2.4540 -1.1639
H 3.7903 3.2673 -0.5670
H 2.5381 4.2023 -1.4052
H 1.9701 5.2399 1.9315
H 2.9273 5.5109 0.4853
H 3.5773 4.4898 1.7641
C -3.2126 -1.9957 4.7386
N -2.5465 -2.1493 3.4751
N -2.8166 -1.3112 2.4167
C -1.7981 -1.3976 1.4970
O -1.7981 -0.7356 0.4278
C -0.8663 -2.3182 2.0358
C -1.3343 -2.7105 3.2646
C -0.6617 -3.5529 4.2781
C -4.0970 -0.7573 2.1773
C -5.2047 -1.5882 2.0609
C -6.4452 -1.0400 1.7852
C -6.5798 0.3277 1.6123
C -5.4675 1.1467 1.7036
C -4.2235 0.6115 1.9909
H -4.1332 -1.4371 4.5888
H -2.5861 -1.4432 5.4436
H -3.4504 -2.9719 5.1605
H 0.0311 -2.6367 1.5412
H 0.2777 -3.9200 3.8758
H -1.2753 -4.4007 4.5749
H -0.4507 -2.9566 5.1644
H -5.0849 -2.6544 2.1752
H -7.3040 -1.6843 1.6873
H -7.5507 0.7522 1.4057
H -5.5713 2.2080 1.5462
H -3.3541 1.2419 2.0784
```

Calculated values
Energy above the lowest of the compared OMol25 structures with the same formula, charge and spin = 0.0 kcal/mol
Multiplicity = 7
Highest occupied orbital energy (alpha / beta) = -9.70 / -9.71 eV
Kohn-Sham gap (alpha / beta) = 7.392 / 7.522 eV
Total charge = +1

***

(3)
Entry from OMol25: a structure of composition C39H40CoN6OS2 at a distorted geometry (ωB97M-V/def2-TZVPD).

```
89
C39H40CoN6OS2 (ωB97M-V/def2-TZVPD)
Co -0.4482 -2.1909 0.2712
C -5.7159 2.0708 2.3494
C -4.4329 1.5044 1.8048
C -3.6131 2.2321 0.9512
C -2.4369 1.7219 0.4493
C -1.9303 0.4265 0.7542
N -0.7847 -0.1487 0.2826
C 0.3269 0.6071 -0.2876
C 0.4454 2.0591 0.0354
C 1.5832 2.8393 -0.6369
C 2.3232 1.8032 -2.4749
C 3.2056 2.3306 -3.6118
C 1.9774 0.3893 -2.8311
C 1.5896 -0.5708 -2.0029
N 1.0181 -1.7675 -2.5075
C 1.3634 -2.3991 -3.6541
C 0.4598 -3.4136 -3.8501
C -0.4136 -3.3287 -2.7569
N -0.0722 -2.3364 -1.9514
C -2.7926 -0.2936 1.6385
C -4.0007 0.2291 2.1040
N -2.4856 -1.5832 2.1486
C -2.8672 -2.0157 3.3685
C -2.6331 -3.3694 3.4286
C -2.0971 -3.6883 2.1871
N -1.9838 -2.6009 1.4175
H -5.7026 3.1589 2.2932
H -5.8624 1.7854 3.3920
H -6.5838 1.7170 1.7871
H -3.9111 3.2317 0.6535
H -1.9041 2.3677 -0.2182
H -0.0501 2.4575 0.9069
H 1.6824 3.8502 -0.2448
H 3.6478 3.2967 -3.3825
H 2.6648 2.4122 -4.5550
H 4.0217 1.6187 -3.7581
H 1.8998 0.2102 -3.9000
H 2.2306 -2.1061 -4.2188
H 0.4377 -4.1092 -4.6699
H -1.2652 -3.9451 -2.5231
H -4.6300 -0.4004 2.7213
H -3.2575 -1.3461 4.1118
H -2.8200 -4.0408 4.2473
H -1.7972 -4.6523 1.8291
C 1.3813 4.7771 -3.1765
C 0.3539 3.6763 -2.8574
C -0.2446 3.1011 -4.1457
C -0.7756 4.3315 -2.0441
C 0.9905 2.5445 -2.0315
C 2.9229 2.1915 -1.0706
C 3.5342 1.1607 -0.2035
C 2.8945 0.0345 0.0550
S 3.6118 -1.2554 1.0186
C 2.1901 -2.2296 0.7668
N 1.2332 -1.5887 0.1661
C 1.5313 -0.3574 -0.4846
C -0.0649 1.6414 -1.3509
C 1.8471 -3.5774 1.1015
C 2.6869 -4.5419 1.6654
C 2.2540 -5.8499 1.7368
C 1.0192 -6.1986 1.2002
C 0.1793 -5.2276 0.6533
C 0.5227 -3.8821 0.6659
H 0.8689 5.7232 -3.3558
H 1.9648 4.5497 -4.0650
H 2.0620 4.9257 -2.3358
H -0.6941 3.8985 -4.7406
H -1.0188 2.3689 -3.9100
H 0.5145 2.6026 -4.7497
H -1.1383 5.2150 -2.5720
H -0.4228 4.6434 -1.0596
H -1.6233 3.6594 -1.9171
H 3.6496 2.9882 -1.2301
H 4.5160 1.3424 0.2179
H -1.0523 1.5181 -1.7752
H 3.6719 -4.2539 2.0172
H 2.8849 -6.6115 2.1766
H 0.6997 -7.2340 1.2193
H -0.7595 -5.5574 0.2174
C -0.7324 0.4166 4.8295
S 0.1023 -0.0857 3.2770
C 1.2833 -1.2271 4.0868
O 0.9000 1.0989 2.8942
H 0.0057 0.8909 5.4742
H -1.1781 -0.4520 5.3101
H -1.4979 1.1402 4.5521
H 0.8252 -1.6991 4.9535
H 2.1547 -0.6355 4.3614
H 1.5605 -1.9877 3.3614
```

Calculated values
Energy above the lowest of the compared OMol25 structures with the same formula, charge and spin = 109.5 kcal/mol
Multiplicity = 2
Highest occupied orbital energy (alpha / beta) = -6.32 / -6.32 eV
Kohn-Sham gap (alpha / beta) = 6.633 / 6.642 eV

***

> Among the records above, which one has the lowest energy above the lowest of the compared OMol25 structures with the same formula, charge and spin?

C39H40BrCl2EuN5O5